Here is a 2-piece molecular cluster, HNO2S2 overall at a distorted geometry from the OMol25 dataset. Energies are from ωB97M-V with the def2-TZVPD basis set.

Cartesian coordinates (Å):
N 0.91 0.61 0.31
O 0.36 -0.83 -1.74
O -1.44 -0.49 0.04
S 1.37 -0.91 0.97
S -0.08 -0.43 -0.47
H -1.12 2.05 0.89

The total energy comes out at -1001.97924 Ha. The expectation value of S² is 2.007. The value obtained for the HOMO energy (spin up / spin down) is -0.3672 / -0.3972 Ha. The calculation puts the LUMO energy (spin up / spin down) at -0.812 / -2.386 eV. Its multiplicity is 3. As for the relative energy (zero: lowest compared OMol25 entry of this formula, charge and spin): 82.35 kcal/mol.

The molecule's Mulliken atomic charges, reported in e, are given here: -0.2018, -0.4087, -0.3922, 0.1102, 0.8720, 0.0205